{
  "formula": "C5H7NS",
  "method": "wB97M-V/def2-TZVPD",
  "species": ["C", "C", "C", "C", "C", "N", "S", "H", "H", "H", "H", "H", "H", "H"],
  "coordinates": [[-0.8528, -1.9876, -0.2340], [-2.2361, -0.3490, -0.0930], [0.1955, -0.8647, -0.2963], [-0.4655, 0.4304, -0.6914], [-0.2118, 1.7639, 0.0251], [-2.0562, -1.6984, -0.0845], [-3.4657, 0.5630, 0.3991], [-0.6252, -3.1006, -0.3096], [0.5188, -0.7473, 0.7200], [0.9235, -1.2049, -1.0746], [-0.6861, 0.5183, -1.8065], [-1.2381, 2.2452, -0.2239], [0.5612, 2.3761, -0.2846], [-0.1676, 1.5908, 1.1065]],
  "orbital_gap_ev": 7.7,
  "e_lumo_ev": -0.51,
  "e_homo_ev": -8.2,
  "fmax_ev_per_a": 4.76
}